[1]
21
Properties=species:S:1:pos:R:3:nbo_charge:R:1 method="wB97M-V/def2-TZVPD" de_lowest_kcal_mol=63.9 lumo_energy_ev=-0.499 e_homo_ev=-8.4 orbital_gap_ev=7.892 charge=0
C -1.4619 -0.7250 0.5281 0.33
C -2.6878 0.0621 0.1802 -0.12
C -1.9957 -1.7982 -0.4517 -0.15
C 1.4731 1.6476 1.0625 -0.70
C 1.3787 0.6877 -1.1567 -0.74
C 1.9679 0.5330 0.1231 -0.12
N -0.3634 -0.6047 1.1216 -0.72
O 1.0085 -2.3560 -0.1890 -0.95
O -3.2039 -1.0452 -0.5911 -0.52
S 1.0359 -1.4749 0.9992 1.35
I 4.0557 0.1704 -0.0975 0.15
H -3.4045 0.3922 0.9534 0.21
H -2.3769 0.8772 -0.3822 0.19
H -1.3470 -1.7720 -1.2999 0.21
H -1.9881 -2.8524 -0.0129 0.21
H 2.1291 1.7758 2.0231 0.23
H 0.4480 1.4995 1.2678 0.24
H 1.5556 2.6031 0.5592 0.21
H 1.7458 0.0132 -1.8587 0.24
H 0.3261 0.6353 -1.1339 0.22
H 1.7048 1.7312 -1.6444 0.23

***

[2]
23
Properties=species:S:1:pos:R:3:nbo_charge:R:1 method="wB97M-V/def2-TZVPD" de_lowest_kcal_mol=41.6 smiles="O=C1CC[C@]2(O)CCC[C@]12O" lumo_energy_ev=0.703 e_homo_ev=-9.3 orbital_gap_ev=9.966 charge=0
O 3.0110 -0.0945 0.5031 -0.50
C 1.8329 0.1036 0.5936 0.60
C 1.1075 1.2784 1.1106 -0.54
C 0.0073 1.6672 0.0491 -0.43
C -0.1852 0.3204 -0.7499 0.27
O 0.0575 0.5284 -2.1329 -0.74
C -1.6665 -0.2584 -0.4778 -0.41
C -1.4534 -0.8340 0.8937 -0.43
C -0.1009 -1.4309 0.7807 -0.44
C 0.7488 -0.6955 -0.1586 0.07
O 1.2679 -1.5453 -1.2576 -0.72
H 0.7362 1.0774 2.0425 0.23
H 1.8445 2.0769 1.3144 0.24
H -0.8638 2.2859 0.3357 0.24
H 0.6315 2.3578 -0.7440 0.24
H -0.5008 0.0306 -2.7303 0.49
H -1.9038 -0.9800 -1.3222 0.20
H -2.3705 0.6090 -0.6631 0.22
H -2.2686 -1.4932 1.0862 0.23
H -1.5261 0.0593 1.5902 0.21
H 0.3535 -1.7696 1.8510 0.23
H -0.0874 -2.3517 0.1554 0.27
H 1.3282 -0.9419 -2.0697 0.49

***

[3]
16
Properties=species:S:1:pos:R:3:nbo_charge:R:1 method="wB97M-V/def2-TZVPD" de_lowest_kcal_mol=62.4 smiles=COC1CCC1 lumo_energy_ev=1.142 e_homo_ev=-8.7 orbital_gap_ev=9.807 charge=0
C 2.5201 -0.2337 0.0529 -0.24
O 1.2577 -0.6090 0.5475 -0.52
C 0.1525 -0.2196 -0.1927 0.09
C -0.8270 1.1534 0.1128 -0.44
C -1.9619 0.1721 -0.1892 -0.41
C -1.0795 -1.0146 0.1746 -0.42
H 2.5831 0.8560 -0.0513 0.17
H 2.7278 -0.7052 -0.9180 0.17
H 3.2686 -0.5651 0.7812 0.19
H 0.2813 0.3461 -1.0895 0.21
H -0.6609 1.4097 1.1487 0.20
H -0.8518 2.0851 -0.5038 0.20
H -2.1771 0.1382 -1.2657 0.20
H -2.8940 0.2913 0.3572 0.21
H -1.0309 -1.1019 1.2715 0.21
H -1.3080 -2.0027 -0.2361 0.20

***

[4]
65
Properties=species:S:1:pos:R:3:mulliken_spin:R:1 method="wB97M-V/def2-TZVPD" de_lowest_kcal_mol=0.0 lumo_energy_ev="-6.147 / -8.903" e_homo_ev="-11.3 / -14.4" spin_multiplicity=5 orbital_gap_ev="5.136 / 5.476" charge=+2 s_squared=6.04
Os 0.1162 -0.6609 0.6674 1.69
Cl 4.5100 -0.6548 6.9128 0.10
C 3.2643 -0.6739 5.7315 0.25
C 1.8931 -0.6357 6.1032 0.11
C 0.8857 -0.6920 5.1490 0.10
C 1.1255 -0.7427 3.7382 0.22
O 0.1675 -0.7380 2.9008 0.33
C 2.5633 -0.8139 3.3747 0.12
C 2.8895 -0.9381 1.9909 0.43
O 2.1997 -0.5542 1.0088 0.15
C 3.5850 -0.7530 4.3808 0.22
H 1.7155 -0.6098 7.1785 0.01
H -0.1719 -0.7277 5.4269 0.00
H 3.8985 -1.3120 1.7343 0.02
H 4.6272 -0.8065 4.1034 0.00
N -1.8086 -0.8953 -1.7151 0.03
P -0.0565 -0.3962 -1.6396 -0.05
C -0.2815 1.2277 -2.3745 0.00
C 0.3274 2.3894 -1.8800 0.00
C 0.0149 3.6449 -2.4185 0.00
C -0.8957 3.7570 -3.4846 0.00
C -1.4230 2.6050 -4.0449 0.00
C -1.0907 1.3532 -3.5227 0.00
C 0.5516 -1.2201 -3.1051 0.02
C -0.0340 -2.4200 -3.5316 0.00
C 0.2746 -2.9411 -4.7927 0.00
C 1.3102 -2.3802 -5.5359 0.00
C 1.9207 -1.2130 -5.1132 0.00
C 1.5097 -0.6169 -3.9187 0.00
C -2.5467 -0.9901 -0.6023 0.04
C -3.9285 -1.2952 -0.6498 -0.01
C -4.6410 -1.4290 0.5253 0.03
C -3.9646 -1.2111 1.7443 0.02
C -2.6219 -0.9380 1.7623 0.00
N -1.9128 -0.8665 0.6078 -0.06
H -2.3290 -0.9854 -2.6012 0.00
H 1.0668 2.2770 -1.0893 0.00
H 0.4625 4.5277 -2.0184 0.00
H -1.1393 4.7378 -3.8810 0.00
H -2.0928 2.6610 -4.9031 0.00
H -1.4674 0.4414 -3.9872 0.00
H -0.7381 -2.9237 -2.8734 0.00
H -0.2726 -3.7901 -5.1612 0.00
H 1.6542 -2.8889 -6.4439 0.00
H 2.7099 -0.7624 -5.6955 0.00
H 1.9069 0.3331 -3.6038 0.00
H -4.3681 -1.4254 -1.6223 0.00
H -5.6921 -1.7083 0.4691 0.00
H -4.5147 -1.2679 2.6529 0.00
H -2.0796 -0.8034 2.6861 0.00
C 0.1708 4.0450 1.9075 0.01
C -1.0369 3.3477 1.7615 0.00
C -0.9978 2.0158 1.4557 0.00
N 0.1716 1.3641 1.2814 0.05
C 1.3362 2.0186 1.4551 0.02
C 1.3570 3.3540 1.7744 0.00
H 0.1776 5.0930 2.1824 0.00
H -2.0036 3.8198 1.9002 0.00
H -1.8876 1.4391 1.3235 0.01
H 2.2418 1.4424 1.3268 -0.01
H 2.3378 3.7815 1.9350 0.00
Cl 1.2740 -3.9694 2.3116 0.00
Si 0.2126 -3.1329 0.7710 0.07
Cl 1.1159 -3.7858 -0.9442 0.06
Cl -1.5486 -4.1066 0.9183 0.01